(1)
Here is C18H23ClN2O2 in the gas phase from the OMol25 dataset. Energies are from wB97M-V/def2-TZVPD.

The SMILES is O=C(NC1CCCCCC1)[C@@H]1CC(=O)N(c2ccc(Cl)cc2)C1. The LUMO energy comes out at 0.0185 hartree. The total energy is -1419.94518 Eh. Its energy relative to the best compared isomer or geometry (same formula, charge and spin) is 0.329 eV.

Each atom is followed by the atoms it is bonded to, with distances in Å.
CARTESIAN COORDINATES (ANGSTROEM)
1 O 1.890 -1.723 0.880  C2 1.213
2 C 0.705 -1.688 1.137  O1 1.213, N3 1.345, C25 1.531
3 N 0.043 -2.687 1.747  C2 1.345, H4 1.007, C5 1.453
4 H -0.953 -2.617 1.884  N3 1.007
5 C 0.673 -3.952 2.085  N3 1.453, C6 1.538, C15 1.538, H24 1.096
6 C 0.168 -4.440 3.453  C5 1.538, H7 1.092, H8 1.093, C9 1.529
7 H 1.022 -4.803 4.028  C6 1.092
8 H -0.228 -3.574 3.989  C6 1.093
9 C -0.885 -5.548 3.451  C6 1.529, H10 1.093, H11 1.091, C12 1.529
10 H -1.232 -5.658 4.481  C9 1.093
11 H -0.422 -6.496 3.171  C9 1.091
12 C -2.089 -5.303 2.541  C9 1.529, C13 1.527, H22 1.093, H23 1.092
13 C -1.877 -5.828 1.123  C12 1.527, C14 1.526, H20 1.093, H21 1.093
14 C -0.855 -5.047 0.302  C13 1.526, C15 1.529, H18 1.093, H19 1.092
15 C 0.538 -4.954 0.925  C5 1.538, C14 1.529, H16 1.090, H17 1.092
16 H 0.865 -5.937 1.264  C15 1.090
17 H 1.230 -4.627 0.146  C15 1.092
18 H -0.757 -5.542 -0.667  C14 1.093
19 H -1.232 -4.041 0.105  C14 1.092
20 H -1.563 -6.873 1.183  C13 1.093
21 H -2.831 -5.805 0.590  C13 1.093
22 H -2.953 -5.824 2.961  C12 1.093
23 H -2.338 -4.240 2.519  C12 1.092
24 H 1.738 -3.711 2.178  C5 1.096
25 C -0.189 -0.500 0.776  C2 1.531, C26 1.530, C41 1.530, H46 1.094
26 C -1.013 -0.787 -0.481  C25 1.530, C27 1.523, H44 1.093, H45 1.089
27 C -1.106 0.555 -1.196  C26 1.523, O28 1.208, N29 1.363
28 O -1.886 0.815 -2.081  C27 1.208
29 N -0.150 1.373 -0.670  C27 1.363, C30 1.399, C41 1.452
30 C 0.152 2.671 -1.096  N29 1.399, C31 1.395, C35 1.395
31 C -0.763 3.420 -1.836  C30 1.395, C32 1.381, H40 1.077
32 C -0.457 4.705 -2.239  C31 1.381, C33 1.385, H39 1.078
33 C 0.766 5.261 -1.901  C32 1.385, C34 1.384, Cl38 1.729
34 C 1.687 4.532 -1.169  C33 1.384, C35 1.382, H37 1.079
35 C 1.382 3.244 -0.770  C30 1.395, C34 1.382, H36 1.078
36 H 2.119 2.688 -0.213  C35 1.078
37 H 2.641 4.966 -0.913  C34 1.079
38 Cl 1.147 6.873 -2.397  C33 1.729
39 H -1.171 5.275 -2.811  C32 1.078
40 H -1.712 2.988 -2.107  C31 1.077
41 C 0.631 0.727 0.370  C25 1.530, N29 1.452, H42 1.098, H43 1.092
42 H 1.604 0.392 -0.009  C41 1.098
43 H 0.790 1.412 1.207  C41 1.092
44 H -0.490 -1.479 -1.147  C26 1.093
45 H -2.008 -1.185 -0.287  C26 1.089
46 H -0.847 -0.265 1.617  C25 1.094

***

(2)
Here is 2 unconnected molecules or ions with the total composition C18H23F6N3O8P from the OMol25 dataset. Energies are from wB97M-V/def2-TZVPD.

Its charge is +1. The LUMO energy comes out at -0.1488 hartree. The total energy is -2406.29558 Eh.

Each atom is followed by the atoms it is bonded to, with distances in Å.
CARTESIAN COORDINATES (ANGSTROEM)
1 C -2.770 -1.834 5.100  C2 1.505, H29 1.082, H30 1.080, H31 1.075
2 C -1.611 -2.653 4.599  C1 1.505, O3 1.210, O4 1.362
3 O -0.522 -2.595 5.124  C2 1.210
4 O -1.822 -3.484 3.541  C2 1.362, C5 1.419
5 C -2.142 -2.798 2.340  O4 1.419, C6 1.544, H32 1.076, H33 1.085
6 C -0.840 -2.445 1.589  C5 1.544, C7 1.512, H34 1.080, H35 1.080
7 C -0.743 -0.981 1.223  C6 1.512, N8 1.529, C23 1.526, H36 1.080
8 N -0.874 -0.158 2.505  C7 1.529, C9 1.359, H37 1.029
9 C 0.050 0.836 2.428  N8 1.359, N10 1.309, N15 1.359
10 N 0.322 1.570 3.476  C9 1.309, C11 1.453, H38 1.008
11 C 1.348 2.598 3.536  N10 1.453, F12 1.328, F13 1.340, F14 1.327
12 F 2.535 2.062 3.281  C11 1.328
13 F 1.318 3.069 4.790  C11 1.340
14 F 1.091 3.580 2.681  C11 1.327
15 N 0.664 0.935 1.219  C9 1.359, C16 1.471, C23 1.486
16 C 0.289 2.056 0.345  N15 1.471, C17 1.530, H39 1.076, H40 1.079
17 C -1.208 2.223 0.077  C16 1.530, O18 1.419, C19 1.519, H41 1.083
18 O -1.591 3.467 0.643  C17 1.419, H42 0.956
19 C -1.465 2.296 -1.419  C17 1.519, F20 1.352, F21 1.346, F22 1.351
20 F -1.097 1.145 -2.024  C19 1.352
21 F -0.775 3.311 -1.972  C19 1.346
22 F -2.783 2.477 -1.652  C19 1.351
23 C 0.576 -0.445 0.673  C7 1.526, N15 1.486, C24 1.539, H43 1.084
24 C 1.855 -1.211 1.054  C23 1.539, P25 1.813, H44 1.079, H45 1.077
25 P 2.867 -1.804 -0.328  C24 1.813, O26 1.452, O27 1.595, O28 1.594
26 O 3.848 -2.736 0.200  P25 1.452
27 O 1.927 -2.524 -1.398  P25 1.595, H46 0.966
28 O 3.588 -0.559 -1.013  P25 1.594, H47 0.967
29 H -2.874 -0.940 4.500  C1 1.082
30 H -3.702 -2.378 5.054  C1 1.080
31 H -2.544 -1.531 6.106  C1 1.075
32 H -2.715 -3.485 1.743  C5 1.076
33 H -2.780 -1.941 2.528  C5 1.085
34 H 0.002 -2.778 2.178  C6 1.080
35 H -0.874 -3.008 0.668  C6 1.080
36 H -1.588 -0.771 0.583  C7 1.080
37 H -0.534 -0.778 3.253  N8 1.029
38 H -0.201 1.401 4.322  N10 1.008
39 H 0.653 3.003 0.706  C16 1.076
40 H 0.793 1.874 -0.592  C16 1.079
41 H -1.829 1.453 0.518  C17 1.083
42 H -2.523 3.416 0.850  O18 0.956
43 H 0.495 -0.368 -0.405  C23 1.084
44 H 2.503 -0.537 1.595  C24 1.079
45 H 1.673 -2.099 1.635  C24 1.077
46 H 1.701 -2.001 -2.178  O27 0.966
47 H 3.007 -0.046 -1.590  O28 0.967
48 C 1.333 1.774 -6.389  C49 1.330, C54 1.487, H56 1.082
49 C 1.489 1.384 -5.127  C48 1.330, C50 1.479, H57 1.083
50 C 0.944 0.093 -4.654  C49 1.479, O51 1.222, C52 1.478
51 O 1.085 -0.262 -3.494  C50 1.222
52 C 0.219 -0.753 -5.625  C50 1.478, C53 1.330, H58 1.083
53 C 0.060 -0.368 -6.888  C52 1.330, C54 1.487, H59 1.082
54 C 0.605 0.928 -7.372  C48 1.487, C53 1.487, O55 1.206
55 O 0.463 1.281 -8.517  C54 1.206
56 H 1.722 2.714 -6.759  C48 1.082
57 H 2.016 1.984 -4.396  C49 1.083
58 H -0.168 -1.693 -5.252  C52 1.083
59 H -0.466 -0.970 -7.618  C53 1.082

***

(3)
Here is C18H23N3O in the gas phase from the OMol25 dataset. Energies are from wB97M-V/def2-TZVPD.

The SMILES is CCN(CC)c1ccc(/C=N/Nc2cccc(C)c2)c(O)c1. The LUMO energy comes out at 0.0249 hartree. The total energy is -939.17187 Eh. Its energy relative to the best compared isomer or geometry (same formula, charge and spin) is 2.720 eV.

Each atom is followed by the atoms it is bonded to, with distances in Å.
CARTESIAN COORDINATES (ANGSTROEM)
1 C 5.312 -1.348 -0.331  H2 1.088, H3 1.087, H4 1.087, C5 1.532
2 H 4.458 -1.668 0.262  C1 1.088
3 H 5.354 -1.951 -1.235  C1 1.087
4 H 6.219 -1.524 0.240  C1 1.087
5 C 5.185 0.141 -0.666  C1 1.532, N6 1.450, H44 1.091, H45 1.089
6 N 3.947 0.469 -1.345  C5 1.450, C7 1.390, C37 1.451
7 C 2.797 0.585 -0.573  N6 1.390, C8 1.398, C12 1.401
8 C 1.583 -0.001 -0.943  C7 1.398, C9 1.386, H36 1.082
9 C 0.424 0.168 -0.201  C8 1.386, C10 1.406, O34 1.355
10 C 0.438 0.945 0.972  C9 1.406, C11 1.397, C15 1.439
11 C 1.656 1.526 1.334  C10 1.397, C12 1.374, H14 1.081
12 C 2.802 1.361 0.594  C7 1.401, C11 1.374, H13 1.078
13 H 3.704 1.861 0.909  C12 1.078
14 H 1.690 2.135 2.226  C11 1.081
15 C -0.727 1.159 1.790  C10 1.439, N16 1.275, H33 1.101
16 N -1.866 0.657 1.513  C15 1.275, N17 1.326
17 N -2.905 0.889 2.303  N16 1.326, C18 1.377, H32 1.023
18 C -4.148 0.363 2.032  N17 1.377, C19 1.393, C23 1.395
19 C -5.218 0.627 2.886  C18 1.393, C20 1.382, H31 1.081
20 C -6.461 0.094 2.605  C19 1.382, C21 1.383, H30 1.081
21 C -6.651 -0.697 1.486  C20 1.383, C22 1.393, H29 1.080
22 C -5.588 -0.967 0.627  C21 1.393, C23 1.382, C25 1.500
23 C -4.343 -0.436 0.905  C18 1.395, C22 1.382, H24 1.079
24 H -3.494 -0.621 0.265  C23 1.079
25 C -5.803 -1.825 -0.584  C22 1.500, H26 1.089, H27 1.087, H28 1.090
26 H -6.162 -2.811 -0.292  C25 1.089
27 H -4.879 -1.942 -1.143  C25 1.087
28 H -6.553 -1.379 -1.237  C25 1.090
29 H -7.627 -1.109 1.275  C21 1.080
30 H -7.291 0.299 3.266  C20 1.081
31 H -5.071 1.246 3.760  C19 1.081
32 H -2.796 1.472 3.137  N17 1.023
33 H -0.583 1.788 2.681  C15 1.101
34 O -0.732 -0.424 -0.590  C9 1.355, H35 0.966
35 H -0.580 -0.921 -1.404  O34 0.966
36 H 1.525 -0.631 -1.820  C8 1.082
37 C 3.809 -0.013 -2.707  N6 1.451, C38 1.527, H42 1.102, H43 1.093
38 C 4.969 0.416 -3.601  C37 1.527, H39 1.087, H40 1.087, H41 1.087
39 H 4.700 0.243 -4.640  C38 1.087
40 H 5.171 1.476 -3.469  C38 1.087
41 H 5.874 -0.147 -3.392  C38 1.087
42 H 3.705 -1.109 -2.753  C37 1.102
43 H 2.896 0.433 -3.108  C37 1.093
44 H 6.022 0.455 -1.292  C5 1.091
45 H 5.236 0.713 0.260  C5 1.089

***

(4)
Here is C18H23N3O3S in the gas phase from the OMol25 dataset. Energies are from wB97M-V/def2-TZVPD.

The SMILES is CN(CC(=O)Nc1cccc(S(=O)(=O)N(C)C)c1)Cc1ccccc1. The LUMO energy comes out at 0.0188 hartree. The total energy is -1487.88057 Eh. Its energy relative to the best compared isomer or geometry (same formula, charge and spin) is 2.171 eV.

Each atom is followed by the atoms it is bonded to, with distances in Å.
CARTESIAN COORDINATES (ANGSTROEM)
1 C -2.466 -1.281 1.717  N2 1.452, H46 1.089, H47 1.089, H48 1.100
2 N -2.363 -1.295 0.268  C1 1.452, C3 1.451, C32 1.458
3 C -1.390 -2.274 -0.178  N2 1.451, C4 1.530, H30 1.100, H31 1.095
4 C 0.039 -1.747 -0.033  C3 1.530, O5 1.209, N6 1.360
5 O 1.004 -2.475 -0.010  C4 1.209
6 N 0.065 -0.388 0.005  C4 1.360, C7 1.390, H29 1.018
7 C 1.159 0.463 0.106  N6 1.390, C8 1.396, C12 1.394
8 C 0.965 1.826 -0.128  C7 1.396, C9 1.382, H28 1.081
9 C 2.025 2.711 -0.058  C8 1.382, C10 1.386, H27 1.079
10 C 3.298 2.249 0.243  C9 1.386, C11 1.381, H26 1.078
11 C 3.476 0.903 0.494  C10 1.381, C12 1.379, S14 1.798
12 C 2.433 0.003 0.435  C7 1.394, C11 1.379, H13 1.076
13 H 2.604 -1.036 0.658  C12 1.076
14 S 5.128 0.287 0.843  C11 1.798, O15 1.434, O16 1.431, N17 1.670
15 O 5.984 1.411 1.085  S14 1.434
16 O 5.051 -0.746 1.831  S14 1.431
17 N 5.634 -0.417 -0.585  S14 1.670, C18 1.441, C22 1.440
18 C 5.019 -1.678 -0.913  N17 1.441, H19 1.091, H20 1.097, H21 1.087
19 H 5.678 -2.236 -1.580  C18 1.091
20 H 4.043 -1.555 -1.398  C18 1.097
21 H 4.897 -2.231 0.014  C18 1.087
22 C 5.782 0.511 -1.677  N17 1.440, H23 1.090, H24 1.098, H25 1.087
23 H 6.456 0.087 -2.422  C22 1.090
24 H 4.823 0.747 -2.156  C22 1.098
25 H 6.220 1.419 -1.271  C22 1.087
26 H 4.147 2.910 0.308  C10 1.078
27 H 1.860 3.761 -0.240  C9 1.079
28 H -0.026 2.186 -0.362  C8 1.081
29 H -0.859 0.036 -0.051  N6 1.018
30 H -1.459 -3.235 0.353  C3 1.100
31 H -1.537 -2.478 -1.243  C3 1.095
32 C -3.674 -1.440 -0.354  N2 1.458, C33 1.506, H44 1.102, H45 1.095
33 C -4.494 -0.198 -0.121  C32 1.506, C34 1.390, C38 1.387
34 C -4.017 1.029 -0.567  C33 1.390, C35 1.382, H43 1.081
35 C -4.743 2.186 -0.350  C34 1.382, C36 1.385, H42 1.080
36 C -5.959 2.128 0.311  C35 1.385, C37 1.384, H41 1.080
37 C -6.442 0.910 0.755  C36 1.384, C38 1.385, H40 1.080
38 C -5.711 -0.247 0.542  C33 1.387, C37 1.385, H39 1.081
39 H -6.091 -1.196 0.894  C38 1.081
40 H -7.390 0.858 1.270  C37 1.080
41 H -6.528 3.030 0.479  C36 1.080
42 H -4.363 3.134 -0.700  C35 1.080
43 H -3.072 1.069 -1.088  C34 1.081
44 H -4.212 -2.325 0.025  C32 1.102
45 H -3.524 -1.569 -1.430  C32 1.095
46 H -3.108 -0.456 2.020  C1 1.089
47 H -1.477 -1.136 2.149  C1 1.089
48 H -2.885 -2.217 2.111  C1 1.100